1.
DFT (the ωB97M-V functional and the def2-TZVPD basis) results for a molecular structure, C30H32ClN3PtSSi2.

ORCA input file:
```
! wB97M-V def2-TZVPD RIJCOSX def2/J DEFGRID3
* xyz 0 3
C -0.97397 -0.23245 4.77011
C -1.38797 0.13938 3.43135
C -1.34516 -1.07318 2.62462
H -1.86662 1.06196 3.10390
C -0.91732 -2.14379 3.47932
C -0.71046 -1.62440 4.78589
H -0.54535 -2.22772 5.68198
H -1.08362 0.39273 5.65081
H -1.78404 -1.19471 1.63803
H -0.88044 -3.19494 3.19026
Pt 0.68152 0.06629 2.61250
Si 0.91036 0.35013 0.15722
C -0.31345 1.88147 -0.18426
C 0.32990 3.06855 -0.54677
H 1.41804 3.09739 -0.63007
C -0.39954 4.21185 -0.84277
H 0.12841 5.10047 -1.20796
C -1.78515 4.20692 -0.67329
H -2.36006 5.10637 -0.88605
C -2.42685 3.04165 -0.22650
H -3.50649 3.02487 -0.06747
C -1.68478 1.88109 0.04787
H -2.19444 1.00561 0.46557
C -0.13147 -1.25785 -0.15229
C -1.31023 -1.28006 -0.91923
H -1.75087 -0.35499 -1.29881
C -1.92219 -2.49443 -1.24029
H -2.84284 -2.49694 -1.83573
C -1.38455 -3.69289 -0.78206
H -1.83692 -4.64726 -1.06841
C -0.28069 -3.67808 0.07564
H 0.10029 -4.59748 0.52981
C 0.35683 -2.47108 0.36169
H 1.24020 -2.49422 1.00867
H 1.21731 1.29471 1.53252
Si 1.55023 0.15059 -2.02317
C 1.22884 -1.44767 -2.95862
C 0.44716 -1.43352 -4.12657
H 0.14608 -0.49401 -4.59781
C 0.00893 -2.62638 -4.70248
H -0.63754 -2.57634 -5.58458
C 0.42011 -3.85064 -4.16910
H 0.03599 -4.78026 -4.58401
C 1.35212 -3.87097 -3.13062
H 1.78009 -4.81976 -2.79353
C 1.72582 -2.68332 -2.50027
H 2.37143 -2.71338 -1.62293
C 0.67100 1.43365 -3.10018
C -0.69720 1.31285 -3.35244
H -1.23027 0.38507 -3.11459
C -1.37003 2.35644 -3.96972
H -2.45557 2.25724 -4.11081
C -0.66979 3.48241 -4.40128
H -1.19944 4.31326 -4.85895
C 0.72176 3.55275 -4.25021
H 1.28205 4.43026 -4.57740
C 1.40820 2.48437 -3.66873
H 2.50467 2.45306 -3.65385
H 2.96649 0.58249 -2.26822
Cl 3.10603 -0.46059 0.13356
N 0.86020 1.45665 4.21349
N 1.16053 0.96815 5.53913
C 1.79782 -0.24825 5.58626
N 2.19302 -0.59073 6.82377
S 1.90282 -1.23820 4.22469
H -0.00634 2.00194 4.29217
H 1.56198 2.16106 3.96640
H 1.57999 1.69478 6.14273
H 2.66023 -1.46161 7.00390
H 2.06518 0.04363 7.60819
*
```

HOMO energy (alpha / beta), Ha: -0.24765 / -0.24456
ΔE to the lowest compared entry with this formula, charge and spin, eV: 2.723
Gap between HOMO and LUMO (alpha / beta), hartree: 0.219 / 0.177
Expectation value of S²: 2.019

---

2.
DFT (the ωB97M-V functional and the def2-TZVPD basis) results for a molecular structure, C30H32N3O2PSV.

ORCA input file:
```
! wB97M-V def2-TZVPD RIJCOSX def2/J DEFGRID3
* xyz 2 4
V -0.12578 -0.65252 -0.23500
C -1.15887 1.99735 2.22447
P -0.36526 1.67268 0.62123
C -1.27994 2.61067 -0.62192
C -2.19567 3.61089 -0.30963
C -2.88537 4.26293 -1.32385
C -2.66014 3.92587 -2.65010
C -1.74410 2.93163 -2.97318
C -1.06312 2.27487 -1.96186
C 1.27141 2.44006 0.76860
C 1.67545 3.49614 -0.04148
C 2.97542 3.97990 0.04802
C 3.87026 3.41561 0.94524
C 3.46794 2.36573 1.76539
C 2.17546 1.87568 1.67251
H -1.14439 3.06222 2.45405
H -0.60149 1.47565 3.00282
H -2.18773 1.63667 2.22586
H -2.38100 3.89236 0.71874
H -3.59614 5.03931 -1.07543
H -3.19653 4.43964 -3.43644
H -1.56392 2.67415 -4.00837
H -0.33334 1.51054 -2.22425
H 0.98116 3.94410 -0.74117
H 3.28581 4.80696 -0.57646
H 4.87870 3.80043 1.01697
H 4.16186 1.93870 2.47719
H 1.86733 1.05146 2.30914
S 3.36883 0.70864 -2.98332
C 2.66065 0.47212 -1.45691
N 1.62550 -0.32496 -1.41465
C 1.34524 -0.81943 -2.69223
C 0.31231 -1.71201 -2.99707
C 0.14241 -2.10149 -4.30673
C 0.99400 -1.61243 -5.30992
C 2.02201 -0.74081 -5.02059
C 2.18896 -0.34421 -3.69255
H 3.05194 0.97552 -0.58254
H -0.32249 -2.13761 -2.21775
H -0.64224 -2.79858 -4.56565
H 0.84818 -1.93584 -6.33118
H 2.68003 -0.38120 -5.79958
N 3.05430 -4.05688 5.26240
C 1.75163 -3.78396 5.03222
O 0.84389 -4.13140 5.75097
C 1.42609 -2.99780 3.77368
C 0.16629 -2.41056 3.72030
C -0.20607 -1.72774 2.58565
N 0.59769 -1.60993 1.51173
C 1.81251 -2.17223 1.56771
C 2.26088 -2.87260 2.67379
H 3.27643 -4.53530 6.12170
H 3.80314 -3.59540 4.77937
H -0.50103 -2.51869 4.56432
H -1.18001 -1.26012 2.50733
H 2.43645 -2.06206 0.68930
H 3.23944 -3.33083 2.63594
C -3.83569 -2.77457 -0.63034
C -4.45348 -1.40736 -0.34598
C -3.25694 -0.47792 -0.41732
O -2.10967 -1.30135 0.00115
C -2.53631 -2.69850 0.13887
H -3.64484 -2.89989 -1.69738
H -4.45499 -3.60210 -0.29144
H -4.89341 -1.38780 0.65165
H -5.22152 -1.12721 -1.06315
H -3.31323 0.37504 0.25689
H -3.05866 -0.12506 -1.43112
H -2.66851 -2.90401 1.20191
H -1.73774 -3.33114 -0.25059
*
```

HOMO energy (alpha / beta), Ha: -0.52420 / -0.52584
ΔE to the lowest compared entry with this formula, charge and spin, eV: 0.020
Gap between HOMO and LUMO (alpha / beta), hartree: 0.319 / 0.317
Expectation value of S²: 3.761

---

3.
DFT (the ωB97M-V functional and the def2-TZVPD basis) results for a molecular structure, C30H32N8O2PRh.

ORCA input file:
```
! wB97M-V def2-TZVPD RIJCOSX def2/J DEFGRID3
* xyz 2 1
Rh 0.26005 1.42076 -0.37578
O 4.18075 0.92173 -1.40302
C 3.00262 1.13127 -1.33876
N 2.22243 1.26649 -0.19433
C 2.75512 1.31513 1.07694
O 3.90117 1.17343 1.41165
C 1.65949 1.55685 2.10674
C 1.98138 1.83985 3.41708
C 0.95965 2.04898 4.33452
C -0.35499 1.95983 3.90181
C -0.60117 1.70627 2.56404
N 0.38418 1.49750 1.68661
C 2.13155 1.27373 -2.56747
C 2.68634 1.30549 -3.82600
C 1.84552 1.43725 -4.92395
C 0.47901 1.52790 -4.71758
C -0.00723 1.49522 -3.42363
N 0.80287 1.36701 -2.37011
H 3.03002 1.90526 3.67821
H 1.18258 2.29206 5.36513
H -1.17984 2.11082 4.58416
H -1.60988 1.67633 2.17164
H 3.76044 1.22233 -3.92005
H 2.25296 1.46093 -5.92573
H -0.20744 1.63001 -5.54582
H -1.06635 1.56378 -3.21462
C -2.78475 0.52204 -0.40018
N -1.79715 1.59695 -0.52311
C -2.20194 2.81698 -0.68023
C -1.22795 3.81343 -0.60893
C -1.26249 5.20713 -0.57788
C 0.04085 5.63031 -0.32429
C 0.83469 4.48830 -0.21538
N 0.07525 3.39769 -0.38864
C -2.78086 -0.46375 -1.55129
C -3.95188 -0.68610 -2.26700
C -3.98604 -1.62386 -3.29262
C -2.84251 -2.32887 -3.63322
C -1.65487 -2.08161 -2.95601
C -1.63120 -1.16089 -1.91756
H -3.78516 0.94938 -0.31583
H -2.56898 -0.01046 0.53369
H -3.25425 3.06414 -0.79676
H -2.14176 5.81756 -0.71224
H 0.40007 6.64067 -0.22139
H 1.89501 4.42884 -0.02152
H -4.84837 -0.12915 -2.02019
H -4.90888 -1.79659 -3.83023
H -2.87135 -3.06326 -4.42710
H -0.74882 -2.60393 -3.24021
H -0.69897 -0.97109 -1.39821
C -0.43208 -4.35285 1.64141
N -0.60672 -3.14538 2.58006
C 0.60858 -3.11431 3.52477
N 1.81571 -3.09639 2.78720
C 1.92270 -4.25144 1.89628
N 0.80305 -4.27014 0.95627
C 0.86090 -3.18181 -0.01886
P 0.79871 -1.48530 0.77250
C -0.71904 -1.87409 1.79827
C 2.07208 -1.83551 2.09722
H -1.27227 -4.36099 0.94797
H -0.46358 -5.24069 2.27262
H -1.45082 -3.28322 3.13802
H 0.54099 -4.01221 4.13857
H 0.51942 -2.22655 4.15000
H 1.91698 -5.16869 2.48526
H 2.85874 -4.19428 1.34568
H 0.02386 -3.27900 -0.71354
H 1.78214 -3.26499 -0.59703
H -1.56135 -1.96860 1.10910
H -0.92527 -1.05607 2.48979
H 2.10729 -1.01558 2.81594
H 3.05106 -1.88202 1.61720
*
```

HOMO energy, Ha: -0.48110
ΔE to the lowest compared entry with this formula, charge and spin, eV: 0.000
Gap between HOMO and LUMO, hartree: 0.256